(1)
Here is C9H19FNO6P in the gas phase from the Open Molecules 2025 dataset. Energies are from ωB97M-V/def2-TZVPD.

Summary:
- LUMO: 0.171 eV
- Net charge: 0
- Energy: -35419.05240 eV
- SMILES: CO[C@@H](CCF)[C@@](N)(C[C@@H]1CO1)OCP(=O)(O)O
- HOMO level: -9.6591 eV
- Energy above the lowest of the compared OMol25 structures with the same formula, charge and spin: 3.8969 eV

Structure (XYZ):
```
37
Properties=species:S:1:pos:R:3:mulliken_charge:R:1
C 1.537 -2.880 0.893 -0.43
O 0.620 -1.955 1.554 -0.45
C -0.304 -1.527 0.530 -0.64
C -1.833 -1.685 1.001 -0.43
C -2.189 -3.254 1.054 -0.23
F -3.335 -3.494 1.863 -0.33
C -0.062 0.004 0.059 0.82
N 1.314 0.413 0.281 -0.49
C -0.390 0.003 -1.525 -0.98
C 1.081 -0.163 -2.326 0.33
C 1.646 1.259 -2.974 -0.78
O 1.024 0.033 -3.796 -0.47
O -1.106 0.792 0.675 -0.32
C -0.666 1.817 1.545 -0.38
P -0.204 3.428 0.625 0.86
O -0.480 3.307 -0.883 -0.65
O 1.414 3.857 0.825 -0.55
O -1.144 4.713 1.207 -0.52
H 2.363 -3.141 1.632 0.27
H 1.002 -3.844 0.594 0.22
H 1.989 -2.369 -0.020 0.15
H -0.203 -2.251 -0.348 0.54
H -2.529 -1.260 0.203 0.29
H -2.030 -1.172 1.992 0.32
H -2.465 -3.530 -0.017 0.27
H -1.279 -3.810 1.420 0.16
H 1.629 0.309 1.246 0.38
H 1.550 1.316 -0.127 0.06
H -0.816 0.985 -1.875 0.39
H -0.996 -0.903 -1.811 0.26
H 1.871 -0.898 -1.874 0.16
H 2.522 1.251 -3.678 0.43
H 0.765 1.890 -3.289 0.29
H -1.581 2.119 2.162 0.38
H 0.111 1.518 2.309 0.30
H 1.932 3.588 0.038 0.38
H -0.756 5.531 0.834 0.34
```

(2)
Here is a molecular structure, C21H33CuN3O7P2 from the Open Molecules 2025 dataset. Energies are from ωB97M-V/def2-TZVPD.

Summary:
- LUMO (alpha / beta): -2.053 / -2.237 eV
- Net charge: 0
- Energy: -104314.90076 eV
- Multiplicity: 2
- <S²>: 0.758
- HOMO level (alpha / beta): -6.7354 / -6.7330 eV
- Energy above the lowest of the compared OMol25 structures with the same formula, charge and spin: 1.8499 eV

Structure (XYZ):
```
67
Properties=species:S:1:pos:R:3:mulliken_charge:R:1
P 0.790 -1.584 -3.880 0.84
P 0.386 1.736 -3.231 1.60
C 0.358 -0.253 -5.100 -0.48
C 1.131 0.998 -4.832 -1.30
H -1.139 0.078 -4.973 -0.83
H 0.428 -0.585 -6.147 0.82
H 2.204 0.847 -4.664 0.43
H 0.994 1.729 -5.655 0.51
C -0.022 3.209 -4.345 -2.15
H -0.578 3.980 -3.803 0.47
H -0.579 2.953 -5.261 0.50
H 0.955 3.605 -4.661 0.53
C 1.572 2.691 -2.193 -1.12
H 1.324 3.757 -2.347 0.67
H 2.655 2.558 -2.424 0.35
H 1.358 2.418 -1.152 -0.05
C -0.001 -2.733 -5.171 -1.78
H -0.167 -3.735 -4.757 0.38
H 0.736 -2.789 -5.988 0.54
H -0.962 -2.349 -5.556 0.48
C 2.446 -2.365 -4.062 -1.31
H 3.195 -1.573 -4.033 0.26
H 2.549 -2.998 -4.949 0.48
H 2.564 -3.003 -3.176 0.30
Cu 2.489 0.154 -1.659 -0.30
C -1.997 1.442 -3.525 -0.58
C -2.086 0.868 -4.872 0.47
C -3.498 0.332 -5.212 -1.15
C -3.955 -0.937 -4.431 -0.80
C -2.886 -1.901 -4.034 -0.54
C -1.975 -1.804 -3.079 -1.33
C -1.694 -0.699 -2.099 1.40
C -2.372 0.684 -2.287 -1.16
C 3.792 -1.256 -1.212 -0.92
H -2.142 2.524 -3.424 0.81
H -1.867 1.674 -5.605 0.39
H -3.554 0.121 -6.290 0.43
H -4.257 1.123 -5.038 0.31
H -4.477 -0.568 -3.539 0.35
H -4.693 -1.504 -5.047 0.40
H -2.983 -2.838 -4.604 0.43
H -1.268 -2.657 -2.965 0.90
H -0.613 -0.512 -2.025 -0.70
H -1.898 -1.076 -1.090 0.30
H -3.452 0.594 -2.185 0.59
H -2.055 1.263 -1.391 0.34
H 4.361 -0.710 -0.429 0.32
H 4.492 -1.441 -2.050 0.34
H 3.304 -2.231 -0.885 0.13
O -0.160 1.986 5.702 -0.62
N 0.926 1.953 5.116 0.97
O 2.011 2.238 5.673 -0.61
C 0.934 1.587 3.714 -0.56
C -0.262 1.175 3.108 -0.30
C -0.220 0.713 1.807 -0.39
C 0.970 0.752 0.975 0.44
O 1.012 0.276 -0.208 -0.14
C 2.130 1.333 1.654 -0.03
C 2.123 1.633 3.007 -0.23
N 3.362 1.705 0.997 1.01
O 4.264 2.123 1.757 -0.64
O 3.546 1.617 -0.250 -0.54
N -1.510 0.330 1.173 1.08
O -2.296 1.264 0.897 -0.60
O -1.760 -0.875 0.998 -0.62
H -1.182 1.220 3.695 0.54
H 3.023 1.930 3.553 0.64
```

(3)
Here is 2 unconnected molecules or ions with the total composition CH3O4PS from the Open Molecules 2025 dataset. Energies are from ωB97M-V/def2-TZVPD.

Summary:
- LUMO: 5.919 eV
- Net charge: -2
- Energy: -29394.63001 eV
- HOMO level: 0.8079 eV
- Energy above the lowest of the compared OMol25 structures with the same formula, charge and spin: 7.8597 eV

Structure (XYZ):
```
10
Properties=species:S:1:pos:R:3:mulliken_charge:R:1
C -0.161 -0.162 0.068 -0.91
O 3.844 -0.164 4.072 -0.91
O 2.758 -0.765 0.518 -0.61
O 2.229 1.597 1.178 -0.59
O -0.495 -1.446 2.354 -0.67
P 2.337 0.174 1.606 0.57
S -0.011 -0.116 1.906 0.23
H -0.081 0.939 -0.271 0.25
H -1.180 -0.364 -0.151 0.36
H 0.728 -0.794 -0.200 0.28
```